Version i
The following is a DFT calculation (wB97M-V/def2-TZVPD) of an isolated ion of composition C3H8N and charge +1.

## Properties
**Charge**: +1
**Lowest unoccupied orbital energy**: -3.83 eV
**SMILES**: C/C=C/[NH3+]

The geometry in XYZ format:
```
12
Properties=species:S:1:pos:R:3:lowdin_charge:R:1
C -1.120 -1.613 0.085 -0.0703
C -0.078 -0.504 -0.272 -0.1301
C 0.040 0.592 0.405 -0.0896
N 1.108 1.601 -0.099 0.1696
H -0.768 -2.198 0.982 0.1078
H -2.048 -1.101 0.479 0.0960
H -1.407 -2.077 -0.851 0.0727
H 0.713 -1.012 -1.119 0.2046
H -0.387 1.108 1.199 0.1109
H 1.256 1.186 -1.047 0.1532
H 0.729 2.518 -0.323 0.1604
H 1.962 1.499 0.561 0.2147
```


Version ii
The following is a DFT calculation (wB97M-V/def2-TZVPD) of a 2-piece molecular cluster, C3H8N overall.

## Properties
**Charge**: +1
**Lowest unoccupied orbital energy (spin up / spin down)**: -5.25 / -5.64 eV

The geometry in XYZ format:
```
12
Properties=species:S:1:pos:R:3:lowdin_charge:R:1
C -0.933 0.616 -0.217 -0.0610
C -1.008 -0.825 -0.078 -0.0483
C 1.467 -0.157 -0.126 0.0255
N 0.130 -0.067 0.476 -0.1083
H -0.752 1.188 -1.106 0.0969
H -2.183 1.815 0.888 0.2857
H -1.679 -1.284 0.637 0.1376
H -0.792 -1.455 -0.936 0.1429
H 1.598 0.630 -0.868 0.1111
H 2.235 -0.048 0.635 0.1125
H 1.596 -1.123 -0.616 0.1124
H 0.154 0.010 1.492 0.1930
```


What should be chosen as the least stable of them? Choose version ii.